Entry 1:
24
Properties=species:S:1:pos:R:3:forces:R:3 method="wB97M-V/def2-TZVPD" e_homo_ev=-8.927 de_lowest_kj_mol=41.83 smiles=CCC1([C@@H](S)CBr)OCCO1 lumo_energy_ev=0.674 homo_lumo_gap_ev=9.60
C 1.84165 -0.44976 -1.62797 0.8 -0.7 -1.4
C 0.92694 0.56976 -0.99483 -1.0 -1.0 1.5
C 0.10873 0.13871 0.26255 1.4 2.8 0.6
C -1.00119 1.25025 0.46881 -0.8 -0.6 1.4
S -0.46990 3.03391 0.56879 -0.2 -0.9 0.5
C -2.26257 0.99031 -0.58006 1.9 1.6 2.6
Br -3.50067 -0.10274 0.39604 -1.0 0.1 0.1
O 0.84579 -0.02577 1.55568 -0.1 -1.0 -1.9
C 0.99123 -1.48799 1.71779 -1.2 1.3 0.0
C -0.50009 -1.92741 1.16934 5.1 0.1 -1.0
O -0.46514 -1.04299 0.01659 -1.4 -3.0 -0.5
H 2.88329 -0.46143 -1.25936 -0.6 0.1 0.4
H 1.94770 -0.00340 -2.60757 0.4 -0.3 -0.7
H 1.57630 -1.52460 -1.82750 -0.5 1.2 0.6
H 0.16375 1.02940 -1.65123 0.3 -0.8 -0.3
H 1.52820 1.41058 -0.76744 0.6 0.9 0.7
H -1.24053 1.02246 1.60317 -0.3 0.8 -2.3
H -0.28672 3.38526 -0.70424 0.0 -0.3 -0.3
H -1.92809 0.29686 -1.30378 0.4 -0.1 -1.2
H -2.64384 1.99037 -0.94529 0.1 -1.5 0.5
H 1.29255 -1.61103 2.78695 -0.7 -0.2 -0.8
H 1.81625 -1.89536 1.06937 -1.0 0.3 0.4
H -0.36729 -3.01341 0.84155 -1.2 1.6 0.4
H -1.25635 -1.57197 1.81266 -1.0 -0.5 0.9

Entry 2:
8
Properties=species:S:1:pos:R:3:forces:R:3 method="wB97M-V/def2-TZVPD" e_homo_ev=-2.965 de_lowest_kj_mol=317.21 smiles="O=[S@@H]([O-])=CO" lumo_energy_ev=4.029 charge=-1 homo_lumo_gap_ev=6.99
O 0.74059 0.66698 -2.26202 1.3 -1.0 -0.2
S 0.01845 0.53177 -1.01458 0.9 -1.2 0.1
O -1.12476 1.36838 -1.06631 -2.7 1.7 0.9
C -0.54253 -1.05647 -0.46934 1.3 -0.2 1.2
O -0.80654 -0.74236 1.00180 -1.3 0.5 -1.4
H 0.75000 1.11299 0.04651 0.0 -0.5 -0.6
H 0.25160 -1.86575 -0.38300 -0.5 1.2 -0.5
H -1.66067 -0.25403 0.90980 1.0 -0.6 0.4

Entry 3:
19
Properties=species:S:1:pos:R:3:forces:R:3 method="wB97M-V/def2-TZVPD" e_homo_ev=-8.321 de_lowest_kj_mol=467.64 lumo_energy_ev=0.417 homo_lumo_gap_ev=8.74
C 2.41060 0.53332 -0.60459 0.0 0.0 0.0
C 0.54538 -0.68828 1.18348 -0.5 0.2 0.0
C -0.52091 -0.50986 0.24250 0.4 -0.3 -0.1
C -0.74556 -1.55922 -0.82707 0.0 0.0 0.0
C -1.74712 -0.09886 1.11718 -0.2 0.1 0.2
C -1.25060 0.82747 0.09031 -0.2 -0.2 0.0
O -0.67281 2.00084 0.55676 0.2 0.1 -0.2
H 2.53671 1.43011 0.00875 0.0 -0.1 -0.1
H 1.65688 0.70877 -1.37940 0.1 -0.1 0.1
H 3.36180 0.27617 -1.07313 -0.1 0.1 0.0
H 0.65585 0.26999 1.72906 0.0 -0.2 0.0
H 2.10447 -0.31777 0.02865 0.2 0.2 -0.2
H 0.02856 -1.47790 -1.59741 -0.1 0.0 0.1
H -0.67818 -2.55915 -0.39335 0.0 0.1 0.0
H -1.71710 -1.45095 -1.31992 0.1 0.0 0.1
H -1.56430 0.17072 2.15258 0.0 0.0 -0.1
H -2.63926 -0.69112 0.94175 0.1 0.1 0.0
H -1.83189 0.92060 -0.82851 0.1 0.0 0.1
H 0.06747 2.21512 -0.02765 -0.1 0.0 0.1

Entry 4:
13
Properties=species:S:1:pos:R:3:forces:R:3 method="wB97M-V/def2-TZVPD" e_homo_ev=-10.891 de_lowest_kj_mol=182.68 lumo_energy_ev=0.767 homo_lumo_gap_ev=11.66
C -1.04728 -0.85853 -0.19392 0.0 0.0 0.1
C -0.26378 0.44035 -0.33117 0.1 -0.2 -0.1
O -0.95215 1.59638 0.12318 -0.2 -0.1 0.0
C 1.01182 0.43411 0.51822 -0.1 0.3 -0.2
C 2.66393 -1.20202 -0.57898 -0.7 0.4 0.8
N 1.92280 -0.56762 0.07562 0.7 -0.5 -0.7
H -1.97258 -0.83339 -0.78124 0.1 0.1 0.1
H -0.45096 -1.70107 -0.56186 -0.1 0.2 0.1
H -1.29765 -1.05564 0.85484 0.0 0.1 -0.1
H 0.00613 0.57398 -1.39075 0.0 0.0 0.2
H -1.88390 1.39542 0.24528 0.0 0.0 -0.1
H 0.73024 0.33756 1.57441 0.2 -0.2 -0.2
H 1.51636 1.39332 0.38564 -0.1 0.0 0.1

What did the first record say?
24
Properties=species:S:1:pos:R:3:forces:R:3 method="wB97M-V/def2-TZVPD" e_homo_ev=-8.927 de_lowest_kj_mol=41.83 smiles=CCC1([C@@H](S)CBr)OCCO1 lumo_energy_ev=0.674 homo_lumo_gap_ev=9.60
C 1.84165 -0.44976 -1.62797 0.8 -0.7 -1.4
C 0.92694 0.56976 -0.99483 -1.0 -1.0 1.5
C 0.10873 0.13871 0.26255 1.4 2.8 0.6
C -1.00119 1.25025 0.46881 -0.8 -0.6 1.4
S -0.46990 3.03391 0.56879 -0.2 -0.9 0.5
C -2.26257 0.99031 -0.58006 1.9 1.6 2.6
Br -3.50067 -0.10274 0.39604 -1.0 0.1 0.1
O 0.84579 -0.02577 1.55568 -0.1 -1.0 -1.9
C 0.99123 -1.48799 1.71779 -1.2 1.3 0.0
C -0.50009 -1.92741 1.16934 5.1 0.1 -1.0
O -0.46514 -1.04299 0.01659 -1.4 -3.0 -0.5
H 2.88329 -0.46143 -1.25936 -0.6 0.1 0.4
H 1.94770 -0.00340 -2.60757 0.4 -0.3 -0.7
H 1.57630 -1.52460 -1.82750 -0.5 1.2 0.6
H 0.16375 1.02940 -1.65123 0.3 -0.8 -0.3
H 1.52820 1.41058 -0.76744 0.6 0.9 0.7
H -1.24053 1.02246 1.60317 -0.3 0.8 -2.3
H -0.28672 3.38526 -0.70424 0.0 -0.3 -0.3
H -1.92809 0.29686 -1.30378 0.4 -0.1 -1.2
H -2.64384 1.99037 -0.94529 0.1 -1.5 0.5
H 1.29255 -1.61103 2.78695 -0.7 -0.2 -0.8
H 1.81625 -1.89536 1.06937 -1.0 0.3 0.4
H -0.36729 -3.01341 0.84155 -1.2 1.6 0.4
H -1.25635 -1.57197 1.81266 -1.0 -0.5 0.9